Entry 1:
Entry from the Open Molecules 2025 dataset: a single C5H12N2O molecule (the ωB97M-V functional and the def2-TZVPD basis).

```
20
Properties=species:S:1:pos:R:3:nbo_charge:R:1
C 1.546 -3.223 -0.917 -0.4102
N 1.366 -1.789 -0.527 -0.6549
C 0.007 -1.338 -0.517 -0.2185
C -0.122 0.229 -1.009 -0.2228
N 0.254 1.076 0.057 -0.6289
C -0.640 1.820 0.798 0.6640
C -2.145 1.695 0.573 -0.7202
O -0.232 2.229 1.883 -0.6150
H 1.378 -3.280 -2.006 0.1954
H 0.947 -3.890 -0.328 0.1771
H 2.633 -3.463 -0.806 0.2018
H 1.873 -1.532 0.285 0.3618
H -0.465 -1.394 0.433 0.1757
H -0.569 -1.812 -1.356 0.1889
H -1.124 0.431 -1.358 0.2019
H 0.433 0.389 -2.020 0.1960
H 1.204 1.271 0.211 0.4056
H -2.395 2.001 -0.434 0.2187
H -2.727 2.579 1.150 0.2452
H -2.542 0.764 0.886 0.2385
```

Results
Net charge: 0
HOMO (Ha): -0.3181
SMILES: CNCCNC(C)=O
E_LUMO (eV): 0.921

Entry 2:
Entry from the Open Molecules 2025 dataset: a molecular structure, C19H35IN4OS4Si2Sr (the ωB97M-V functional and the def2-TZVPD basis).

```
67
Properties=species:S:1:pos:R:3:nbo_charge:R:1
Sr -0.607 -0.618 -0.591 1.7471
N 2.186 1.350 1.226 -0.8805
C 2.650 0.349 2.178 -0.2236
C 2.558 -1.074 1.642 -0.2206
N 1.270 -1.437 1.073 -0.6972
C 0.155 -1.459 2.060 -0.3198
C -0.498 -0.095 2.348 -0.2876
N -1.793 0.032 1.616 -0.9425
H 2.388 1.073 0.264 0.4035
H 2.622 2.249 1.383 0.3532
H 2.062 0.413 3.104 0.1686
H 3.698 0.496 2.471 0.1671
H 2.818 -1.743 2.478 0.1673
H 3.299 -1.211 0.851 0.2106
H 1.343 -2.375 0.696 0.3938
H 0.467 -1.933 2.999 0.2023
H -0.609 -2.115 1.649 0.2687
H 0.155 0.708 2.000 0.2295
H -0.655 0.023 3.423 0.1857
H -2.355 0.808 1.941 0.3737
H -2.339 -0.814 1.829 0.4154
C -3.417 0.458 -5.360 -1.1313
Si -2.679 -0.380 -3.804 1.7042
C -1.043 -1.126 -4.367 -1.1300
C -3.807 -1.847 -3.441 -1.1299
C -2.506 0.669 -2.316 -1.4893
C -1.604 1.800 -2.322 0.3442
C -1.124 2.394 -3.517 -0.3256
C -0.275 3.472 -3.466 -0.1425
C 0.114 3.983 -2.225 -0.3417
C -0.365 3.336 -1.103 0.0582
N -1.181 2.283 -1.119 -0.5897
Si -4.056 0.859 -1.341 1.7339
C -4.065 2.349 -0.175 -1.1160
C -4.578 -0.665 -0.348 -1.1496
C -5.541 1.265 -2.467 -1.1242
H -4.080 -0.237 -5.883 0.2174
H -2.637 0.762 -6.063 0.2160
H -3.998 1.346 -5.097 0.2266
H -1.214 -1.767 -5.239 0.2175
H -0.592 -1.758 -3.597 0.2358
H -0.306 -0.367 -4.635 0.2445
H -3.856 -2.481 -4.333 0.2173
H -4.828 -1.558 -3.184 0.2219
H -3.422 -2.457 -2.620 0.2608
H -1.434 1.990 -4.471 0.2072
H 0.095 3.915 -4.385 0.1930
H 0.794 4.819 -2.134 0.1972
H -0.057 3.672 -0.115 0.1739
H -3.242 2.346 0.538 0.2343
H -5.016 2.369 0.367 0.2101
H -3.981 3.272 -0.756 0.2223
H -3.821 -1.454 -0.307 0.2669
H -5.479 -1.115 -0.773 0.2236
H -4.814 -0.404 0.689 0.2260
H -5.353 2.197 -3.009 0.2158
H -6.445 1.400 -1.862 0.2125
H -5.745 0.487 -3.205 0.2204
O 1.267 -6.553 2.878 -0.6430
C 0.434 -5.798 2.407 0.1494
S 0.404 -5.289 0.726 0.2784
C -1.025 -4.242 0.789 -0.4465
C -1.621 -4.113 1.998 -0.3972
S -2.928 -3.100 2.502 -0.4938
S -0.869 -5.054 3.310 0.2873
S -1.443 -3.444 -0.712 -0.5745
I 2.142 0.357 -2.341 -0.9067
```

Results
Net charge: -2
HOMO (Ha): -0.0462
E_LUMO (eV): 4.214

Entry 3:
Entry from the Open Molecules 2025 dataset: 6 unconnected molecules or ions with the total composition H12O6 (the ωB97M-V functional and the def2-TZVPD basis).

```
18
Properties=species:S:1:pos:R:3:nbo_charge:R:1
O -18.316 13.309 19.343 -0.9484
H -18.346 12.478 18.901 0.4392
H -19.037 13.795 18.850 0.4892
O -21.072 11.348 17.868 -0.9431
H -21.555 10.962 18.611 0.4759
H -20.165 11.216 18.083 0.4680
O -20.720 14.265 18.133 -0.9547
H -21.197 13.656 18.658 0.4907
H -20.599 13.821 17.289 0.4945
O -19.681 16.603 17.313 -1.0012
H -20.226 15.962 17.802 0.4815
H -19.157 16.123 16.647 0.4886
O -18.694 15.012 15.363 -0.9711
H -17.933 14.850 14.812 0.4751
H -19.373 14.384 15.050 0.4873
O -20.675 13.165 15.001 -0.9312
H -21.540 13.547 14.873 0.4825
H -20.528 13.012 14.070 0.4770
```

Results
Net charge: 0
HOMO (Ha): -0.3566
SMILES: O.O.O.O.O.O
E_LUMO (eV): -0.047

Entry 4:
Entry from the Open Molecules 2025 dataset: a molecular structure, C24H27NOScSi (the ωB97M-V functional and the def2-TZVPD basis).

```
55
Properties=species:S:1:pos:R:3:nbo_charge:R:1
C 0.665 1.433 0.022 -0.3377
C -0.461 1.663 -0.819 -0.1993
C -1.647 1.295 -0.110 -0.3488
H -0.430 2.200 -1.769 0.2728
C -1.262 0.951 1.230 -0.3903
C 0.181 1.024 1.306 -0.3692
H 0.790 0.938 2.207 0.2521
H 1.697 1.713 -0.215 0.2507
H -2.667 1.371 -0.494 0.2621
H -1.945 0.804 2.072 0.2547
Sc -0.409 -0.768 -0.098 1.5628
C -1.029 -2.475 -2.408 -1.1222
H -1.887 -2.381 -1.731 0.1863
H -0.316 -3.247 -2.044 0.2144
H -1.464 -2.728 -3.390 0.2632
Si -0.172 -0.586 -3.463 1.2824
C 1.555 -1.060 -4.086 -0.4227
C 2.463 0.001 -3.964 -0.2545
H 2.134 1.012 -3.670 0.2324
C 3.809 -0.146 -4.216 -0.2218
H 4.443 0.728 -4.145 0.2200
C 4.301 -1.418 -4.526 -0.2060
H 5.361 -1.526 -4.719 0.2234
C 3.412 -2.479 -4.677 -0.2062
H 3.807 -3.464 -4.897 0.2193
C 2.029 -2.303 -4.523 -0.2231
H 1.294 -3.096 -4.746 0.2228
C -1.456 0.172 -4.572 -0.3972
C -0.880 1.012 -5.519 -0.2117
H 0.201 0.894 -5.763 0.2209
C -1.621 2.087 -5.998 -0.2101
H -1.218 2.671 -6.814 0.2201
C -2.812 2.435 -5.356 -0.2049
H -3.349 3.338 -5.675 0.2213
C -3.326 1.673 -4.318 -0.2256
H -4.203 2.022 -3.768 0.2152
C -2.662 0.503 -3.935 -0.2349
H -3.013 -0.067 -3.056 0.2038
H -0.910 -0.178 -2.027 -0.2829
H 0.344 0.849 -3.381 -0.2647
O 1.637 -1.239 -0.323 -0.7393
C 2.305 -2.203 0.557 -0.0961
C 1.355 -2.491 1.681 0.2242
C 1.709 -3.014 2.925 -0.2200
C 0.731 -3.093 3.921 -0.1008
C -0.540 -2.567 3.678 -0.2330
C -0.832 -2.057 2.425 0.0732
N 0.076 -2.125 1.412 -0.5693
H 2.235 -0.872 -1.006 0.5525
H 2.533 -3.097 -0.032 0.2327
H 3.243 -1.769 0.918 0.2268
H 2.731 -3.361 3.059 0.2489
H 0.938 -3.552 4.887 0.2522
H -1.317 -2.547 4.445 0.2545
H -1.784 -1.576 2.194 0.2267
```

Results
Net charge: +1
HOMO (Ha): -0.3528
E_LUMO (eV): -4.034

Entry 5:
Entry from the Open Molecules 2025 dataset: a single C4H7NO2 molecule (the ωB97M-V functional and the def2-TZVPD basis).

```
14
Properties=species:S:1:pos:R:3:nbo_charge:R:1
C -2.378 -0.109 -0.084 -0.7060
C -0.935 -0.417 0.215 0.6664
O -0.666 -1.293 1.022 -0.6359
N 0.105 0.219 -0.373 -0.6306
C 1.403 -0.356 0.158 -0.3215
C 2.366 0.753 -0.064 0.4285
O 2.859 1.407 0.821 -0.4929
H -2.835 0.101 0.887 0.2486
H -2.597 0.700 -0.785 0.2117
H -2.817 -1.044 -0.447 0.2461
H -0.046 0.964 -1.063 0.4149
H 1.406 -0.626 1.230 0.2608
H 1.636 -1.288 -0.380 0.2179
H 2.500 0.988 -1.136 0.0920
```

Results
Net charge: 0
HOMO (Ha): -0.3619
SMILES: CC(=O)NCC=O
E_LUMO (eV): 0.690

Entry 6:
Entry from the Open Molecules 2025 dataset: a molecular structure, C18H27NO5 (the ωB97M-V functional and the def2-TZVPD basis).

```
51
Properties=species:S:1:pos:R:3:nbo_charge:R:1
C -2.584 1.785 0.234 -0.6542
C -4.040 1.740 -0.433 -0.4195
C -3.987 1.501 -2.025 -0.1152
H -3.346 2.351 -2.374 0.2326
H -4.949 1.796 -2.250 0.2197
O -3.393 0.273 -2.085 -0.4568
C -2.247 0.153 -2.578 0.8211
O -1.474 1.208 -3.239 -0.6998
C -1.628 -1.207 -2.919 -0.4989
C -0.931 -1.436 -1.653 0.0287
C -1.377 -1.819 -0.496 -0.2657
C -0.564 -1.768 0.679 -0.1347
C 0.609 -1.482 0.700 0.1582
C 1.280 -1.601 -0.627 0.3500
C 0.560 -1.303 -1.776 -0.2792
H 0.948 -1.311 -2.556 0.1641
O 2.522 -1.361 -0.453 -0.4447
C 3.291 -1.269 -1.673 -0.2893
H 4.366 -1.233 -1.673 0.2105
H 3.020 -0.423 -2.198 0.1856
H 3.224 -2.008 -2.483 0.1878
O 1.528 -1.967 1.866 -0.4845
C 1.070 -1.175 2.874 -0.1643
C 0.663 0.224 2.636 0.6721
O -0.278 0.853 2.509 -0.5691
N 1.572 1.116 1.861 -0.5034
C 2.945 0.883 1.968 -0.2178
H 3.176 -0.411 1.587 0.1839
C 3.783 1.142 3.243 -0.5760
H 3.650 2.259 3.275 0.1892
H 3.428 0.699 3.907 0.1564
H 4.903 1.026 2.999 0.2126
H 3.439 1.199 0.956 0.1997
C 1.242 2.522 1.467 -0.2259
C 1.189 2.431 -0.073 -0.5795
H 0.894 3.191 -0.632 0.1953
H 2.221 2.287 -0.684 0.1991
H 0.372 1.428 -0.332 0.2040
H 2.023 3.116 1.714 0.1939
H 0.388 2.513 1.845 0.2214
H 0.001 -1.568 3.464 0.1735
H 1.911 -1.323 3.779 0.2331
H -1.175 -1.888 1.779 0.2216
H -2.601 -1.638 -0.230 0.2103
H -2.449 -1.911 -2.904 0.2250
H -1.276 -1.323 -3.852 0.2529
H -4.617 2.673 -0.079 0.2109
H -4.605 0.953 0.137 0.2025
H -1.858 0.970 -0.150 0.2078
H -2.418 1.843 1.367 0.2484
H -1.984 2.716 -0.266 0.2065
```

Results
Net charge: 0
HOMO (Ha): -0.2997
E_LUMO (eV): 0.341